[1]
Below is an isolated molecule of C24H37N3O4, with properties calculated with ωB97M-V with the def2-TZVPD basis set.

Values from the calculation:
DFT total energy (Ha): -1401.9661
Max |F| (Eh/bohr): 0.013
LUMO level (Ha): 0.025
Orbital gap (Eh): 0.3365
Highest occupied orbital energy (eV): -8.46
SMILES string: CCOC(=O)C1(Cc2ccc(OC)cc2)CCN(C(=O)CN2CCN(CC)CC2)CC1
Relative energy (zero: lowest compared OMol25 entry of this formula, charge and spin) (kcal/mol): 8.10

Last column: Löwdin charge in e.
Geometry (Å):
C: 2.79847 -3.02452 -2.81716  -0.055
C: 3.10825 -1.60053 -2.39583  -0.202
H: 3.76645 -1.57552 -1.52091  0.125
H: 3.58416 -1.03796 -3.20574  0.126
O: 1.88420 -0.94406 -2.04348  -0.011
C: 1.89904 0.38593 -2.06150  -0.457
O: 2.84596 1.03820 -2.42006  0.134
C: 0.57891 1.03294 -1.63211  -0.326
C: -0.41818 0.04502 -1.01069  -0.074
H: -0.33506 -0.91831 -1.51292  0.120
H: -1.43141 0.42105 -1.15545  0.108
C: -0.15843 -0.10813 0.49769  -0.113
N: 1.24396 0.07890 0.77758  -0.042
C: 2.15796 -0.90753 0.86924  -0.466
O: 3.35509 -0.68391 0.92373  0.058
C: 1.63113 -2.33932 0.91415  -0.105
N: 0.67096 -2.55054 1.98251  -0.189
C: 0.10682 -3.88713 1.94629  -0.176
C: -0.96208 -4.01828 3.02566  -0.188
N: -0.37317 -3.79305 4.33097  -0.186
C: 0.19439 -2.45813 4.36707  -0.174
C: 1.26181 -2.32047 3.28920  -0.157
H: 1.68181 -1.31280 3.31076  0.126
H: 2.07191 -3.04149 3.49056  0.135
H: 0.65308 -2.29097 5.34174  0.114
H: -0.58385 -1.68904 4.20547  0.130
C: -1.31740 -4.03572 5.40785  -0.267
C: -0.61963 -4.19265 6.75432  -0.090
H: 0.20020 -4.89921 6.65995  0.077
H: -1.32546 -4.56764 7.49123  0.069
H: -0.22476 -3.24648 7.11391  0.059
H: -2.07697 -3.23502 5.47001  0.120
H: -1.83709 -4.96955 5.17630  0.112
H: -1.38043 -5.02744 2.99635  0.120
H: -1.77315 -3.29611 2.81648  0.127
H: -0.34451 -4.05367 0.96416  0.123
H: 0.88048 -4.65597 2.11337  0.129
H: 1.14502 -2.55947 -0.04055  0.118
H: 2.51308 -2.99501 1.01590  0.139
C: 1.68724 1.44789 0.58555  -0.107
C: 0.94454 2.09993 -0.58965  -0.094
H: 1.59218 2.84864 -1.04446  0.126
H: 0.03054 2.58951 -0.25119  0.120
H: 1.51641 2.01921 1.50603  0.131
H: 2.76286 1.41495 0.39629  0.125
H: -0.70306 0.66503 1.04887  0.133
H: -0.48042 -1.07875 0.86933  0.110
C: 0.01371 1.66591 -2.93061  -0.073
C: -1.21555 2.50036 -2.71726  -0.236
C: -2.48787 1.95487 -2.86583  -0.044
C: -3.61803 2.71573 -2.65583  0.003
C: -3.50978 4.05872 -2.29408  -0.279
C: -2.24443 4.61852 -2.16066  -0.013
C: -1.11876 3.84099 -2.37350  -0.037
H: -0.14480 4.29772 -2.27911  0.117
H: -2.12002 5.65733 -1.89823  0.102
O: -4.68518 4.72226 -2.10857  -0.086
C: -4.64032 6.08692 -1.77130  -0.093
H: -5.67856 6.40342 -1.68452  0.092
H: -4.13253 6.24928 -0.81484  0.095
H: -4.14677 6.67781 -2.54976  0.095
H: -4.60398 2.29445 -2.77284  0.118
H: -2.59713 0.92294 -3.16798  0.117
H: -0.21359 0.85491 -3.62701  0.134
H: 0.80357 2.28037 -3.36765  0.130
H: 2.34115 -3.57261 -1.99783  0.065
H: 3.72002 -3.52360 -3.10176  0.080
H: 2.11746 -3.02913 -3.66493  0.079

***

[2]
Below is a cluster of 3 separate species, C18H34BrINO8 in total in a non-equilibrium geometry, with properties calculated with ωB97M-V with the def2-TZVPD basis set.

Values from the calculation:
DFT total energy (Ha): -4234.4082
Max |F| (Eh/bohr): 0.019
LUMO level (Ha): -0.182
Orbital gap (Eh): 0.2848
Highest occupied orbital energy (eV): -12.71
Charge: +1

Last column: Löwdin charge in e.
Geometry (Å):
C: 5.41885 -1.93396 0.35455  0.029
C: 5.51442 -0.63919 -0.39446  -0.532
O: 5.98350 0.37490 0.02419  0.141
O: 5.00535 -0.70948 -1.66817  -0.036
C: 4.12259 0.34195 -2.02934  -0.193
C: 2.99433 0.55344 -1.00516  -0.102
C: 1.64125 0.85317 -1.66673  -0.256
C: 0.51836 -0.22656 -1.55619  -0.272
C: 0.91844 -1.70429 -1.39074  -0.211
C: 0.92599 -2.54226 -2.66302  -0.722
C: 0.89780 -4.03138 -2.36077  -0.137
Br: 2.48252 -2.11183 -3.76024  0.799
C: -0.31988 0.22722 -0.31779  -0.155
C: 0.31080 1.51942 0.17008  -0.196
N: 0.94124 2.09316 -1.06108  -0.531
C: 1.72240 3.34256 -0.82845  -0.089
I: -0.64346 2.66914 -2.37720  1.187
H: 4.95830 -1.72953 1.32405  0.097
H: 4.83682 -2.67454 -0.18997  0.083
H: 6.42370 -2.31951 0.54459  0.101
H: 4.68715 1.27629 -2.13523  0.135
H: 3.72815 0.07739 -3.00699  0.049
H: 3.29280 1.39781 -0.38793  0.101
H: 2.91581 -0.28763 -0.31220  0.120
H: 1.81279 1.14181 -2.70704  0.126
H: -0.08636 -0.19284 -2.46606  0.103
H: 1.86389 -1.82672 -0.85441  0.112
H: 0.14581 -2.17192 -0.76798  0.123
H: 0.06709 -2.26563 -3.27813  0.092
H: 1.48102 -4.24945 -1.46018  0.085
H: -0.13178 -4.36015 -2.19417  0.087
H: 1.32934 -4.61921 -3.17039  0.067
H: -1.39202 0.29210 -0.51809  0.079
H: -0.21120 -0.50320 0.48645  0.126
H: 1.16068 1.24564 0.80727  0.147
H: -0.30778 2.25078 0.68841  0.111
H: 2.65378 3.11078 -0.32064  0.096
H: 1.12296 3.99220 -0.19166  0.098
H: 1.90787 3.84052 -1.77783  0.080
C: -3.76032 -3.25196 0.93357  -0.017
O: -4.57492 -2.07225 0.99410  -0.001
C: -4.26195 -1.11521 0.13489  -0.633
O: -3.33726 -1.13467 -0.64580  0.096
O: -5.10291 -0.09441 0.31578  0.011
C: -4.74882 1.06270 -0.44308  -0.030
H: -4.12429 -3.89070 1.73123  0.100
H: -3.87643 -3.74447 -0.02953  0.101
H: -2.71416 -2.99792 1.09539  0.092
H: -4.74111 0.83951 -1.50835  0.100
H: -3.75446 1.38732 -0.13358  0.083
H: -5.48066 1.83270 -0.22290  0.102
C: -3.52921 -0.12609 3.52939  -0.013
O: -3.60227 1.27516 3.81823  0.025
C: -2.52780 1.97733 3.48085  -0.611
O: -1.55479 1.55633 2.89598  0.096
O: -2.70870 3.23446 3.87708  0.017
C: -1.62139 4.12091 3.59879  -0.031
H: -4.49439 -0.53359 3.81017  0.108
H: -3.35342 -0.28428 2.46869  0.074
H: -2.73479 -0.59453 4.10803  0.106
H: -1.44304 4.18174 2.52578  0.085
H: -0.71507 3.78466 4.09889  0.100
H: -1.93110 5.08624 3.98504  0.100

***

[3]
Below is a structure of composition C23H14BrClF4MnNO4PS, with properties calculated with ωB97M-V with the def2-TZVPD basis set.

Values from the calculation:
DFT total energy (Ha): -6564.3052
Max |F| (Eh/bohr): 0.015
LUMO level (alpha / beta) (Ha): -0.228 / -0.134
Orbital gap (alpha / beta) (Eh): 0.2167 / 0.3146
Multiplicity: 5
Highest occupied orbital energy (alpha / beta) (eV): -12.10 / -12.21
Charge: +1
Relative energy (zero: lowest compared OMol25 entry of this formula, charge and spin) (kcal/mol): 11.34

Last column: Löwdin charge in e.
Geometry (Å):
Mn: -1.65383 0.68319 -0.01845  0.602
F: 3.84313 -4.32332 -2.41112  0.172
C: 3.13063 -3.38618 -1.81637  -0.116
C: 3.41646 -3.00448 -0.51459  -0.124
F: 4.40815 -3.56956 0.15238  0.162
C: 2.65335 -2.01202 0.07843  -0.204
F: 2.97512 -1.63226 1.31519  0.117
C: 1.58783 -1.40265 -0.57856  -0.283
P: 0.66628 -0.12205 0.32274  1.062
C: 0.41143 -0.69341 2.01314  -0.388
C: 0.36742 0.23826 3.04865  -0.086
C: 0.02247 -0.17618 4.32578  -0.044
C: -0.28673 -1.50498 4.57004  -0.046
C: -0.25020 -2.43294 3.53518  -0.050
C: 0.09386 -2.03283 2.25700  -0.121
C: 1.62780 1.39555 0.28502  -0.356
C: 2.60099 1.67907 1.24204  -0.075
C: 3.32661 2.85387 1.14277  -0.046
C: 3.08628 3.73716 0.09860  -0.044
C: 2.11829 3.45455 -0.85495  -0.048
C: 1.38482 2.28440 -0.76430  -0.096
C: 1.35056 -1.76294 -1.90571  -0.572
Br: 0.10636 -0.85365 -2.97793  0.909
C: 2.10717 -2.75146 -2.50983  -0.253
F: 1.88299 -3.09502 -3.77078  0.105
H: 0.60023 1.27884 2.86470  0.101
H: -0.00443 0.54649 5.13006  0.118
H: -0.55399 -1.82133 5.56924  0.116
H: -0.48932 -3.47032 3.72589  0.117
H: 0.11703 -2.76054 1.45435  0.105
H: 2.78855 0.98932 2.05582  0.110
H: 4.08140 3.08165 1.88311  0.117
H: 3.65656 4.65384 0.03048  0.117
H: 1.92826 4.14821 -1.66247  0.118
H: 0.62718 2.06515 -1.50980  0.088
S: -2.32750 -1.47133 -0.01560  0.762
C: -3.13439 -0.89029 -1.49698  -0.686
C: -4.00229 -1.63114 -2.27780  -0.056
C: -4.52843 -1.01796 -3.40665  -0.023
C: -4.17879 0.29132 -3.71509  -0.027
C: -3.30816 0.96605 -2.87801  -0.098
N: -2.79541 0.38141 -1.79809  -0.085
H: -4.25134 -2.64810 -2.01152  0.119
H: -5.21169 -1.56077 -4.04572  0.123
H: -4.58327 0.78446 -4.58667  0.117
H: -3.01366 1.99355 -3.04709  0.125
O: -2.19470 3.20239 -0.67252  -0.311
Cl: -2.50907 2.97254 0.70508  0.678
O: -3.02246 4.07627 1.37343  -0.198
O: -1.27336 2.46051 1.31837  -0.371
O: -3.39420 1.80967 0.74912  -0.354